Entry from the OMol25 dataset: C32H51AuN3O3P as an isolated structure (the ωB97M-V functional and the def2-TZVPD basis).

Each line ends with the Mulliken spin population.
Atoms and positions in Å:
Au 0.082 0.953 -1.042  0.476
O 1.311 2.633 0.494  0.056
C 0.881 4.005 0.637  0.002
C 1.388 4.886 -0.488  -0.002
C 1.109 4.288 -1.873  -0.008
C -0.354 4.041 -2.099  0.005
C -1.164 5.097 -2.504  -0.001
C -2.526 4.923 -2.647  0.003
C -3.069 3.678 -2.365  0.009
C -2.216 2.674 -1.972  0.021
N -0.885 2.831 -1.848  0.023
H 2.267 2.613 0.353  -0.001
H 1.210 4.377 1.609  0.001
H -0.209 3.967 0.644  0.003
H 2.464 5.050 -0.381  0.000
H 0.917 5.867 -0.393  0.000
H 1.659 3.361 -1.977  -0.002
H 1.472 4.969 -2.643  0.000
H -0.706 6.056 -2.707  0.000
H -3.156 5.743 -2.965  0.000
H -4.129 3.485 -2.448  0.000
H -2.610 1.695 -1.730  -0.005
N -1.009 -3.287 -5.605  -0.003
C -0.809 -2.449 -4.582  -0.008
C -1.831 -1.601 -4.109  0.019
C -1.576 -0.750 -3.070  -0.002
N -0.387 -0.690 -2.449  0.253
C 0.596 -1.496 -2.884  -0.012
C 0.434 -2.375 -3.918  0.011
H -1.889 -3.316 -6.091  0.000
H -0.269 -3.869 -5.955  0.000
H -2.812 -1.606 -4.565  0.003
H -2.355 -0.095 -2.708  0.004
H 1.546 -1.420 -2.372  0.016
H 1.262 -3.001 -4.220  0.003
C -2.542 -4.258 -0.121  -0.001
C -3.065 -3.045 0.641  0.004
C -2.205 -1.808 0.379  0.047
C -0.743 -2.096 0.748  0.047
C -0.220 -3.282 -0.073  0.005
C -1.075 -4.519 0.206  0.001
P 0.350 -0.622 0.783  0.332
C -0.050 0.376 2.268  -0.032
C -1.269 1.297 2.053  0.048
C -1.669 1.907 3.393  0.010
C -2.236 0.824 4.326  -0.001
C -1.646 -0.560 4.021  0.004
C -0.191 -0.453 3.575  0.023
C 2.085 -1.210 0.835  0.036
C 3.103 -0.055 0.906  -0.004
C 4.481 -0.623 1.241  0.000
C 4.508 -1.169 2.677  0.000
C 3.122 -1.661 3.114  0.000
C 2.368 -2.271 1.937  0.023
H -2.646 -4.082 -1.198  0.000
H -3.143 -5.137 0.112  0.000
H -3.063 -3.258 1.715  -0.001
H -4.099 -2.834 0.367  0.000
H -2.602 -0.962 0.938  -0.006
H -2.257 -1.550 -0.684  -0.005
H -0.727 -2.398 1.805  0.000
H 0.825 -3.498 0.151  -0.002
H -0.285 -3.044 -1.136  0.002
H -0.976 -4.798 1.260  0.000
H -0.697 -5.360 -0.376  -0.001
H 0.818 1.035 2.359  0.028
H -2.122 0.750 1.646  0.031
H -1.018 2.072 1.326  -0.048
H -2.399 2.703 3.246  0.000
H -0.787 2.374 3.840  0.000
H -3.322 0.782 4.231  0.000
H -2.029 1.093 5.362  0.000
H -2.231 -1.063 3.245  0.001
H -1.709 -1.197 4.903  0.001
H 0.250 -1.445 3.479  -0.001
H 0.387 0.049 4.355  0.002
H 2.205 -1.690 -0.142  0.015
H 2.821 0.665 1.679  0.002
H 3.125 0.470 -0.049  -0.011
H 5.246 0.141 1.108  0.000
H 4.715 -1.416 0.524  0.000
H 4.850 -0.395 3.364  0.000
H 5.231 -1.983 2.745  0.000
H 2.543 -0.832 3.530  0.001
H 3.213 -2.396 3.914  0.001
H 1.456 -2.767 2.272  -0.001
H 2.983 -3.058 1.493  0.001
O 0.873 1.468 -4.011  0.012
C 1.892 1.297 -3.405  -0.025
O 2.039 1.001 -2.127  0.537
H 2.897 1.256 -3.874  0.061

Output
calculated total energy: -2116.461048 Ha
2S+1: 3
charge: +2
E_LUMO (spin up / spin down): -4.65 / -8.79 eV
<S²>: 2.015
strongest force on any atom: 0.0131 Eh/bohr
Kohn-Sham gap (spin up / spin down): 0.3550 / 0.2046 hartree
ΔE to the lowest compared entry with this formula, charge and spin: 0.8605 eV